[1]
# C17H19BeCl3N6OSb

C17H19BeCl3N6OSb as an isolated structure (ωB97M-V with the def2-TZVPD basis set, OMol25).

Properties
lowest unoccupied orbital energy: -3.9 eV
HOMO energy: -10.723 eV
orbital gap: 6.8 eV
F_max: 1.5 eV/A

Geometry as ORCA input:
```
! wB97M-V def2-TZVPD RIJCOSX def2/J DEFGRID3
* xyz 1 1
Be 0.0198 -0.3778 -0.3737
N -1.2709 0.2946 -3.2144
C -1.9295 0.6881 -2.1289
N -3.0517 1.3714 -2.2767
C -3.6708 1.7674 -1.1659
N -4.8006 2.4491 -1.2675
N -3.2037 1.5240 0.0839
C -2.0829 0.8576 0.1423
N -1.3873 0.4143 -0.9151
C -1.4826 0.5251 1.4286
C -2.0532 0.8531 2.6508
C -1.4099 0.4440 3.8084
C -0.2210 -0.2655 3.6988
C 0.2844 -0.5380 2.4376
N -0.3360 -0.1532 1.3294
H -1.7302 0.3987 -4.1033
H -0.5119 -0.3606 -3.1204
H -5.1730 2.6579 -2.1797
H -5.2742 2.7397 -0.4301
H -2.9745 1.4106 2.6659
H -1.8297 0.6694 4.7753
H 0.3005 -0.6105 4.5772
H 1.2102 -1.0788 2.3046
Cl 2.4548 -6.9177 0.6650
C 1.8178 -5.3797 0.2341
C 2.6473 -4.2663 0.2438
C 2.1203 -3.0442 -0.1308
Cl 3.0788 -1.6098 -0.1028
C 0.7861 -2.8875 -0.5182
O 0.3111 -1.7102 -0.8792
C -0.0265 -4.0274 -0.4624
Cl -1.7036 -3.8275 -0.8044
C 0.4750 -5.2655 -0.1058
H 3.6775 -4.3589 0.5411
H -0.1676 -6.1311 -0.0776
C 3.5978 1.8503 0.2316
Sb 1.6843 1.4955 -0.6826
C 0.6558 3.0038 0.4420
C 1.9599 2.7892 -2.3878
H 3.8249 2.9090 0.1582
H 4.3723 1.2803 -0.2683
H 3.5649 1.5613 1.2772
H 1.1964 3.9414 0.3875
H 0.5749 2.7096 1.4826
H -0.3439 3.1554 0.0489
H 2.4322 3.7085 -2.0516
H 0.9973 3.0232 -2.8345
H 2.5907 2.3177 -3.1335
*
```

Atom charges from the natural (NBO) analysis, given in e for atoms 1 to 4: 1.5929, -0.7496, 0.6372, -0.5594



[2]
# C17H19CuNO4P2

C17H19CuNO4P2 as an isolated structure (ωB97M-V with the def2-TZVPD basis set, OMol25).

Properties
lowest unoccupied orbital energy: 2.0 eV
HOMO energy: -4.821 eV
orbital gap: 6.9 eV
F_max: 0.1 eV/A

Geometry as ORCA input:
```
! wB97M-V def2-TZVPD RIJCOSX def2/J DEFGRID3
* xyz -1 1
Cu -1.1934 -0.4350 -0.2723
O 3.0456 -5.1750 -3.2582
C 1.7987 -5.2241 -3.2309
O 1.0119 -6.0695 -3.6880
C 1.1274 -4.0270 -2.5049
C 1.9147 -3.0154 -1.9630
C 1.3047 -1.9598 -1.3203
N -0.0217 -1.8627 -1.1906
C -0.7938 -2.8261 -1.7083
C -0.2504 -3.9183 -2.3700
C -2.3114 -2.6517 -1.5290
O -3.0479 -3.5061 -2.0033
O -2.6728 -1.6033 -0.8838
H 2.9888 -3.0928 -2.0649
H 1.8872 -1.1524 -0.8845
H -0.8967 -4.6814 -2.7784
C -1.7205 -0.0345 3.3085
P -0.6010 -0.0431 1.8593
C 0.8296 -0.9713 2.5205
C 0.0226 1.6923 1.8727
C 0.5692 2.2630 3.0224
C 1.0283 3.5686 3.0242
C 0.9448 4.3284 1.8639
C 0.4069 3.7725 0.7163
C -0.0575 2.4572 0.7012
P -0.7582 1.6983 -0.8270
C 0.5650 2.0315 -2.0460
C -2.0027 2.9440 -1.3298
H -1.2282 0.2955 4.2250
H -2.0990 -1.0474 3.4514
H -2.5702 0.6153 3.1009
H 1.1976 -0.5750 3.4687
H 1.6338 -0.9604 1.7852
H 0.5253 -2.0095 2.6593
H 0.6390 1.6762 3.9312
H 1.4510 3.9937 3.9258
H 1.3011 5.3508 1.8535
H 0.3522 4.3763 -0.1825
H 1.4449 1.4354 -1.8062
H 0.8408 3.0867 -2.0890
H 0.2066 1.7146 -3.0264
H -1.5822 3.9464 -1.4286
H -2.8209 2.9625 -0.6110
H -2.4094 2.6326 -2.2931
*
```

Atom charges from the natural (NBO) analysis, given in e for atoms 1 to 4: 0.8116, -0.7638, 0.7318, -0.7399



[3]
# C17H19F3N4O4RuSSbSe4

C17H19F3N4O4RuSSbSe4 as an isolated structure (ωB97M-V with the def2-TZVPD basis set, OMol25).

Properties
lowest unoccupied orbital energy (spin up / spin down): 4.2 / 4.2 eV
HOMO energy (spin up / spin down): -1.327 / -1.355 eV
orbital gap (spin up / spin down): 5.5 / 5.5 eV
F_max: 0.5 eV/A

Geometry as ORCA input:
```
! wB97M-V def2-TZVPD RIJCOSX def2/J DEFGRID3
* xyz -2 2
Ru -0.8702 -0.4168 -0.3378
O 0.9094 -0.9359 3.3568
C 0.5587 -0.9850 2.1807
N -0.5504 -0.4594 1.6393
C -1.2647 0.4633 2.4999
C -0.7298 1.8729 2.3278
C -1.5330 2.9559 2.6854
C -1.0470 4.2364 2.5070
C 0.2273 4.4029 1.9860
C 0.9524 3.2675 1.6693
N 0.4984 2.0281 1.8348
C 1.4119 -1.7147 1.1825
C 2.4293 -2.5417 1.6439
C 3.1961 -3.2297 0.7288
C 2.9236 -3.0502 -0.6220
C 1.9073 -2.1940 -0.9909
N 1.1535 -1.5250 -0.1118
H -1.1374 0.1692 3.5455
H -2.3311 0.4568 2.2793
H -2.5420 2.7752 3.0284
H -1.6657 5.0942 2.7424
H 0.6407 5.3860 1.8009
H 1.9477 3.3525 1.2423
H 2.5629 -2.6136 2.7137
H 3.9863 -3.8955 1.0530
H 3.4853 -3.5664 -1.3887
H 1.6943 -2.0313 -2.0351
C 0.7023 2.3077 -3.3778
C 0.6745 1.0946 -2.4413
C 1.9335 1.1881 -1.5726
C 0.6252 -0.1356 -3.3649
N -0.5362 0.9968 -1.5821
H 1.6138 2.2465 -3.9817
H 0.7181 3.2504 -2.8309
H -0.1618 2.3253 -4.0370
H 2.8312 1.0570 -2.1858
H 1.9348 0.4617 -0.7675
H 1.9736 2.1790 -1.1140
H 1.5798 -0.2924 -3.8774
H -0.1541 0.0256 -4.1106
H 0.3335 -1.0356 -2.8270
F -0.2446 -4.8104 0.6284
C -1.3640 -4.3257 1.1967
F -0.9907 -3.5377 2.2165
F -2.0335 -5.3709 1.7206
S -2.4017 -3.4175 -0.0338
O -3.4526 -2.8337 0.7413
O -2.7121 -4.4242 -1.0081
O -1.3919 -2.4641 -0.5473
Se -2.4265 3.6576 -2.9877
Sb -3.3088 0.5467 -0.4947
Se -4.7537 1.3461 1.2334
Se -4.3227 0.0580 -2.5706
Se -1.4795 2.6050 -1.1857
*
```

Atom charges from the natural (NBO) analysis, given in e for atoms 1 to 4: 0.7510, -0.6701, 0.6298, -0.5546



[4]
# C17H19F3NO

An isolated ion of composition C17H19F3NO and charge +1 (ωB97M-V with the def2-TZVPD basis set, OMol25).

Properties
lowest unoccupied orbital energy: -3.5 eV
HOMO energy: -12.119 eV
orbital gap: 8.6 eV
F_max: 15.9 eV/A

Geometry as ORCA input:
```
! wB97M-V def2-TZVPD RIJCOSX def2/J DEFGRID3
* xyz 1 1
C 2.4662 2.3466 -5.6516
H 1.6496 2.7120 -6.3101
H 2.6017 1.1324 -5.9367
H 3.3534 2.8371 -5.7848
O 1.7178 2.3716 -4.5904
C 2.5949 2.0344 -3.4249
C 3.8510 1.5149 -3.4489
C 4.4594 0.7704 -2.3941
C 3.8840 0.9733 -1.1626
C 2.5673 1.6723 -0.9762
C 2.2010 2.0307 -2.1172
H 1.2079 2.6096 -2.2494
C 1.7854 1.8686 0.2492
H 2.2603 2.8079 0.8215
H 2.3478 1.0533 0.9667
C 0.4958 1.8321 0.3282
H -0.1091 1.6580 1.3038
N 0.1160 0.6381 -0.5502
H 0.6638 0.5548 -1.3849
C -1.2531 0.4187 -0.7607
C -2.0614 -0.0547 0.3378
C -1.5841 -1.1188 1.1098
C -2.2980 -1.5884 2.3072
C -3.2283 -0.6038 2.8974
C -3.5811 0.2116 2.0573
C -3.0415 0.7728 1.0570
H -3.3960 1.8669 0.4731
H -4.2958 1.0009 2.6532
H -3.7920 -0.8686 3.7366
C -2.0516 -2.8172 2.9400
F -0.6160 -3.0481 3.0410
F -2.3928 -3.9749 1.9952
F -2.5495 -3.0807 4.1228
H -1.1469 -1.8473 0.5560
H -1.4805 -0.3845 -1.6179
H -1.5945 1.1700 -1.1380
H 0.4264 -0.4504 -0.2242
H 0.0710 2.7536 0.0468
H 4.3981 0.6778 -0.1615
H 5.6160 0.4167 -2.3334
H 4.2813 1.2570 -4.2702
*
```

Atom charges from the natural (NBO) analysis, given in e for atoms 1 to 4: -0.2323, 0.2124, 0.1344, 0.1861



[5]
# C17H19LiN7S

C17H19LiN7S as an isolated structure (ωB97M-V with the def2-TZVPD basis set, OMol25).

Properties
lowest unoccupied orbital energy: -3.6 eV
HOMO energy: -11.382 eV
orbital gap: 7.7 eV
F_max: 0.3 eV/A

Geometry as ORCA input:
```
! wB97M-V def2-TZVPD RIJCOSX def2/J DEFGRID3
* xyz 1 1
Li -0.1231 -0.5108 -0.3745
C 0.0991 -3.5351 4.3209
C 0.0790 -3.7582 2.9521
C 0.0546 -2.6796 2.0840
C 0.0609 -1.3832 2.5844
C 0.0878 -1.1572 3.9583
C 0.1035 -2.2362 4.8207
N 0.0251 -0.3424 1.6162
N 0.1717 0.8047 2.0536
C 0.1291 1.8196 1.0515
C 0.1993 3.1272 1.4930
C 0.1486 4.1439 0.5539
C 0.0372 3.8152 -0.7874
C -0.0179 2.4734 -1.1347
N 0.0278 1.4895 -0.2389
H 0.1129 -4.3758 5.0021
H 0.0862 -4.7687 2.5660
H 0.0617 -2.8326 1.0107
H 0.0899 -0.1417 4.3285
H 0.1181 -2.0691 5.8893
H 0.2862 3.3269 2.5518
H 0.1940 5.1802 0.8617
H -0.0115 4.5797 -1.5501
H -0.1085 2.1729 -2.1735
S 2.4355 -0.9143 -0.6231
C 2.4665 -0.1902 -2.1366
N 1.9423 -0.6980 -3.2795
C 2.3764 0.0646 -4.4547
C 2.8012 1.3962 -3.8180
N 3.0105 0.9970 -2.4297
H 1.7868 -1.6913 -3.3260
H 1.5656 0.1913 -5.1669
H 3.2108 -0.4293 -4.9545
H 2.0091 2.1444 -3.8934
H 3.7062 1.8051 -4.2595
H 3.3840 1.5937 -1.7122
N -3.0147 -1.8544 -0.4571
C -4.3037 -1.5337 -0.2402
C -4.3778 -0.1626 -0.2566
C -3.0601 0.2591 -0.4956
N -2.2328 -0.7729 -0.6197
H -2.6200 -2.7759 -0.5251
H -5.0584 -2.2880 -0.0904
H -5.2517 0.4492 -0.1154
H -2.6873 1.2670 -0.5860
*
```

Atom charges from the natural (NBO) analysis, given in e for atoms 1 to 4: 0.8299, -0.1670, -0.2107, -0.2072



[6]
# C17H19N

A 2-piece molecular cluster, C17H19N overall (ωB97M-V with the def2-TZVPD basis set, OMol25).

Properties
lowest unoccupied orbital energy: 0.7 eV
HOMO energy: -7.988 eV
orbital gap: 8.7 eV
F_max: 3.1 eV/A

Geometry as ORCA input:
```
! wB97M-V def2-TZVPD RIJCOSX def2/J DEFGRID3
* xyz 0 1
C -3.7779 1.8524 -2.5538
C -4.3241 2.0751 -1.1116
C -3.1373 0.5171 -2.7651
C -3.4488 -0.2975 -3.8579
C -2.0567 0.0983 -2.0053
C -2.7616 -1.4703 -4.1357
C -1.3315 -1.0822 -2.2299
C -1.6349 -1.7848 -3.3757
H -4.5707 1.9987 -3.2929
H -3.1070 2.7051 -2.7194
H -4.9632 1.1959 -0.9269
H -4.0324 0.0415 -4.7133
H -1.6581 0.6977 -1.1887
H -2.9731 -2.0643 -5.0129
H -0.4325 -1.1902 -1.6401
H -1.0010 -2.6019 -3.7098
H -4.8744 2.9952 -0.9948
H -3.4858 1.7782 -0.4805
C 0.6257 0.6465 4.3769
C 3.0230 0.3583 1.5832
C 2.0594 -0.2006 2.4244
C 1.6244 0.9012 3.2960
C 2.3379 1.9825 2.9451
C 3.8267 -0.4990 0.8363
C 3.5248 -1.8407 0.8231
C 2.3834 -2.3612 1.4562
C 1.6964 -1.5402 2.3631
N 3.1663 1.7167 1.8420
H 4.7320 -0.0852 0.4007
H 4.0427 -2.4605 0.0989
H 3.4311 2.2688 1.0442
H 1.9962 -3.3361 1.2010
H 2.2762 3.0152 3.2551
H 0.7614 -1.8845 2.7863
H 0.8892 -0.2153 4.9854
H -0.3455 0.3317 3.9733
H 0.4215 1.5453 4.9583
*
```

Atom charges from the natural (NBO) analysis, given in e for atoms 1 to 4: -0.4136, -0.6074, -0.0310, -0.2060



Question: F_max of number 6 (C17H19N)?
Answer: 3.1 eV/A